## a
The molecule C9H8N2O. Source: OMol25; level of theory: wB97M-V/def2-TZVPD.

* SMILES: N#CNC(=O)Cc1ccccc1
* net charge: 0

Structure (XYZ):
```
20
C9H8N2O | OMol25 | wB97M-V/def2-TZVPD
C 1.69 1.54 -0.59
C -0.40 -0.04 0.47
H -3.79 0.32 -1.50
H 1.40 0.07 1.87
H -2.85 -2.30 -0.39
C -1.15 -1.29 0.27
C 0.88 -0.66 1.09
C 1.71 -0.84 -0.08
H -0.71 -2.34 0.34
N 1.49 2.55 0.32
C -2.93 0.03 -0.64
C -2.42 1.04 0.03
H -2.92 1.92 -0.02
H -0.96 1.88 0.99
C -1.14 0.99 0.59
H 0.54 -1.47 1.86
C -2.29 -1.22 -0.40
H 2.68 0.29 -1.53
O 2.37 -1.96 -0.19
N 1.93 0.30 -0.97
```

Here are the natural (NBO) charges for atoms 1 to 8, given in e: number 1, C, carries 0.419; number 2, C, carries -0.040; number 3, H, carries 0.226; number 4, H, carries 0.266; number 5, H, carries 0.219; number 6, C, carries -0.227; number 7, C, carries -0.543; number 8, C, carries 0.683


## b
The molecule C9H8N2O. Source: OMol25; level of theory: wB97M-V/def2-TZVPD.

* SMILES: CC(C#N)(C#N)Cc1ccco1
* net charge: 0

Structure (XYZ):
```
20
C9H8N2O | OMol25 | wB97M-V/def2-TZVPD
H 0.15 -0.63 1.59
C 0.60 3.10 0.04
C -1.40 -0.71 -1.45
H -2.54 -2.28 0.19
C -1.45 -2.54 0.08
H 2.57 0.51 0.25
O -0.29 2.15 0.29
H -1.31 0.05 1.28
C -0.41 -0.21 0.85
C 0.66 -1.62 -0.72
C 1.73 1.23 0.38
C 1.85 2.59 0.22
N 1.76 -1.80 -0.88
H 0.24 4.03 -0.29
N -1.96 -0.31 -2.36
H -1.49 -3.41 -0.63
H 2.74 3.21 0.02
C 0.37 1.01 0.44
C -0.70 -1.32 -0.35
H -1.12 -3.06 1.05
```

Here are the natural (NBO) charges for atoms 1 to 8, given in e: number 1, H, carries 0.230; number 2, C, carries 0.094; number 3, C, carries 0.287; number 4, H, carries 0.235; number 5, C, carries -0.605; number 6, H, carries 0.255; number 7, O, carries -0.381; number 8, H, carries 0.232


Stability check: which of them is most stable? b.


## a
A structure of composition C40H43KN8O5S6. Source: OMol25; level of theory: wB97M-V/def2-TZVPD.

* net charge: -2

Structure (XYZ):
```
103
C40H43KN8O5S6 | OMol25 | wB97M-V/def2-TZVPD
H -0.28 -5.85 -1.86
S 1.97 -5.24 -2.05
H -3.35 -1.69 -2.69
C -0.74 -0.54 -3.11
S -4.99 4.63 3.79
H -0.68 8.39 -1.10
C 0.82 5.55 1.00
C 0.90 3.70 -3.20
H -2.14 6.57 -0.21
C -4.64 1.99 3.66
H 1.25 -4.99 0.65
H 1.68 3.18 5.67
C 3.12 6.59 0.91
C 0.69 -1.06 3.57
H -1.17 4.77 1.15
C -3.53 -4.86 -3.86
H 1.20 -6.07 -4.10
N 1.13 2.55 3.01
C 1.59 -0.02 5.53
C -0.17 -2.83 0.28
H 2.75 -8.08 -4.37
C -1.66 -2.82 -3.39
H 0.81 -0.40 -1.76
S -4.28 0.33 3.37
C -3.01 -2.63 -3.11
N 0.51 2.47 0.78
H 3.21 2.77 4.88
H 1.91 -2.77 -0.21
H 1.86 -8.23 -2.84
C 1.92 3.02 -1.10
H 3.37 3.33 0.49
N -0.68 -1.90 -3.00
H 1.16 -1.26 0.60
H -1.46 3.21 -0.79
H -1.24 3.84 -3.17
H 1.55 -2.67 1.50
C 0.33 -5.29 0.15
C 1.09 7.56 -0.22
N -2.78 -5.21 -0.25
C -0.48 3.23 -1.26
C 0.69 0.11 2.80
H 1.73 8.34 -0.60
H -3.26 -2.38 -0.03
C -0.35 3.63 -2.60
H -4.97 -3.48 -3.10
C -2.27 -2.74 0.04
C 1.21 -2.35 0.52
O 1.64 -3.90 -2.43
H 0.19 -2.34 -2.69
C -2.19 -5.03 -4.19
H 0.83 -7.00 -1.08
H 3.64 7.42 0.44
H 0.24 1.08 -2.45
C 3.15 2.64 -0.33
C 0.66 2.93 -0.52
C 1.07 -1.13 4.90
S -5.72 2.13 5.09
H 3.30 6.67 1.99
C -0.55 5.58 0.77
H 3.00 3.44 -2.87
H 3.56 -7.69 -2.82
O -6.50 4.51 5.91
S -3.42 3.58 1.66
C -1.09 6.58 -0.02
H 2.05 4.69 2.44
C -1.26 -4.03 -3.97
C -0.26 7.59 -0.51
O 3.16 -5.44 -1.27
H 1.86 -0.05 6.57
C -5.87 3.88 5.10
C 1.70 1.18 4.82
O -3.96 -4.96 -0.44
C 2.01 3.40 -2.43
C 2.38 2.36 5.47
H -1.85 -5.97 -4.59
C 0.95 3.11 1.79
C -1.92 -4.07 -0.04
K -1.88 0.86 1.40
N 0.20 0.07 -2.41
H -0.21 -4.21 -4.15
C 2.15 -6.18 -3.56
H -4.21 -5.68 -4.06
N 1.33 4.47 1.76
H 0.27 -1.99 3.15
N -0.55 -4.11 0.12
H 2.91 -5.56 -4.05
C 1.18 1.20 3.52
C -4.33 3.15 3.05
C 0.60 -5.94 -1.21
C -3.93 -3.64 -3.35
H 3.63 5.67 0.60
N -1.21 -1.97 0.24
H 4.05 2.60 -0.98
O -2.27 -6.30 -0.20
H 3.04 1.67 0.17
H 1.01 3.96 -4.26
C 2.62 -7.63 -3.37
C 1.67 6.56 0.55
H 1.10 3.24 3.76
S -1.83 0.31 -4.04
H 0.94 -2.06 5.45
H -0.16 -6.02 0.78
H 2.76 2.02 6.42
```

Here are the Löwdin charges for atoms 1 to 8, given in e: number 1, H, carries 0.105; number 2, S, carries 0.616; number 3, H, carries 0.097; number 4, C, carries -0.904; number 5, S, carries 0.860; number 6, H, carries 0.088; number 7, C, carries -0.198; number 8, C, carries -0.110


## b
A structure of composition C40H43KN8O5S6. Source: OMol25; level of theory: wB97M-V/def2-TZVPD.

* net charge: -2

Structure (XYZ):
```
103
C40H43KN8O5S6 | OMol25 | wB97M-V/def2-TZVPD
C 3.14 1.56 1.24
C 3.09 -1.30 -2.19
H 1.23 8.36 -6.21
H -2.28 -4.77 -1.10
C -0.82 -6.53 1.24
H 3.19 -0.70 -3.12
C 4.22 -2.82 -0.69
C 0.54 7.52 -6.06
N 1.63 2.22 3.14
H -0.20 -7.29 3.19
C 0.25 -5.21 2.94
H 2.92 3.14 4.50
H 0.76 1.48 -4.41
H -1.17 8.68 -6.30
C -4.95 -2.39 -0.21
S 3.18 3.86 -5.33
H 0.57 -0.58 3.54
H -5.90 -2.91 -0.41
C -4.40 -2.48 1.05
H -4.95 -2.92 1.86
O 1.72 -0.60 6.86
C 2.65 2.11 4.16
H 1.60 1.86 5.98
C -0.20 -1.85 0.47
C 0.32 -4.16 2.10
C -0.83 7.69 -6.13
H -1.14 2.82 1.61
C -1.49 -5.54 -0.90
H 2.10 6.12 -5.51
H -4.80 -1.56 -2.13
H 3.04 1.22 0.24
H -3.28 -2.46 3.35
O -1.53 3.51 4.09
N -1.13 -0.96 0.54
C 0.32 2.73 3.18
C -2.52 -2.13 2.66
S -4.36 3.31 -4.53
O 3.06 -1.07 4.78
C 1.67 3.31 -4.77
C -2.85 1.12 -4.45
C -0.35 -6.43 2.55
C 1.82 1.88 1.85
H 4.95 -2.39 -2.65
H 0.72 -5.16 3.95
H -2.73 6.74 -6.08
H -0.84 -5.47 -1.74
H -0.40 0.85 5.97
C -1.67 6.64 -5.94
C -3.03 -1.13 -0.93
O 0.26 3.56 5.31
C 2.17 -1.79 -0.10
N -0.34 3.30 4.27
C 0.44 -0.63 4.60
K 0.16 0.96 -1.73
H -1.84 4.54 -5.42
C 3.24 -2.56 0.30
N 0.58 4.04 -4.66
H 2.50 1.52 -4.50
H -1.95 -6.52 -0.93
S 1.98 -0.36 5.43
N 1.62 2.02 -4.36
C -3.18 -1.96 1.32
H -0.85 1.01 4.26
N 1.11 -1.61 0.90
C 3.50 -3.14 1.70
H 4.57 -3.29 1.84
H 3.83 2.41 1.24
C 1.03 6.31 -5.61
H 3.64 0.81 1.86
H 1.06 -0.63 1.20
C 2.01 -1.13 -1.31
N 0.75 2.06 1.09
H -2.13 -1.20 3.08
S -2.01 3.19 -2.72
S -1.57 -0.06 -4.36
C 2.35 1.32 5.46
H -0.22 3.61 -4.18
C 4.15 -2.17 -1.88
H 5.03 -3.49 -0.48
H 3.00 -4.14 1.85
H -2.50 -0.55 -1.66
C -0.18 2.56 1.89
C -2.98 2.34 -3.86
O -6.20 2.07 -6.09
N -0.37 -3.15 -0.05
C 0.18 5.23 -5.35
H -1.06 -3.21 -0.77
H -1.57 -0.15 5.29
C -2.43 -1.35 0.31
H 3.16 -2.50 2.47
C -0.82 -5.44 0.44
C -4.28 -1.71 -1.21
C -5.12 2.03 -5.51
C -1.18 5.42 -5.58
H 0.65 -3.21 2.46
C -0.66 0.37 5.07
H -1.30 -7.41 0.90
H 0.22 -1.65 4.88
H 3.52 1.62 3.64
S -4.11 0.55 -5.48
H -1.75 -2.89 2.63
H 3.29 1.34 6.03
C -0.24 -4.23 0.84
```

Here are the Löwdin charges for atoms 1 to 8, given in e: number 1, C, carries 0.022; number 2, C, carries -0.168; number 3, H, carries 0.098; number 4, H, carries 0.096; number 5, C, carries -0.073; number 6, H, carries 0.064; number 7, C, carries -0.106; number 8, C, carries -0.101


Stability check: which of them is most stable? a.